# 1
{"formula": "C2H4BNO2", "method": "ωB97M-V/def2-TZVPD", "e_above_lowest_kcal_mol": 0.0, "orbital_gap_ev": [7.47, 8.58], "total_energy_ev": -8396.6244, "charge": 0, "multiplicity": 3, "s_squared": 2.02, "symbols": ["C", "H", "H", "H", "H", "N", "O", "O", "B", "C"], "positions_angstrom": [[-0.787, -1.928, 0.893], [-0.016, 1.391, -0.876], [1.820, 0.658, -0.099], [-1.767, -1.872, -1.322], [0.373, -2.750, -0.509], [-1.309, -1.996, 1.915], [1.738, -0.285, -0.229], [-0.387, 0.595, -0.739], [0.389, -0.424, -0.556], [-0.236, -1.917, -0.367]], "mulliken_spin": [-0.03, 0.00, 0.00, 0.92, 0.03, 0.39, 0.02, -0.02, 0.02, 0.68]}

=====

# 2
{"formula": "C2H4Br3ClSi", "method": "ωB97M-V/def2-TZVPD", "e_above_lowest_kcal_mol": 85.7, "orbital_gap_ev": [6.23, 8.54], "total_energy_ev": -232666.4372, "charge": 0, "symbols": ["H", "Br", "Si", "Br", "C", "H", "Br", "H", "H", "Cl", "C"], "positions_angstrom": [[1.376, -1.399, -0.261], [-3.031, -0.759, 0.952], [-1.106, -0.102, 2.020], [-1.125, 2.149, 2.037], [1.166, 0.422, -1.378], [1.985, 0.635, -2.139], [-1.203, -0.745, 4.304], [-0.106, -1.481, -1.370], [1.333, 1.169, -0.662], [-0.135, 1.073, -2.474], [0.846, -0.963, -1.029]], "nbo_charge": [0.17, -0.29, 0.86, -0.28, -0.44, 0.24, -0.31, 0.21, 0.23, -0.10, -0.29]}

=====

Number 1 is which compound?
C2H4BNO2